Record 1
{"formula": "C25H20BrCl5F5N2O4TeV", "method": "ωB97M-V/def2-TZVPD", "symbols": ["Te", "Br", "V", "Cl", "Cl", "Cl", "Cl", "Cl", "F", "F", "F", "F", "F", "O", "O", "O", "O", "N", "N", "C", "C", "C", "C", "C", "C", "C", "C", "C", "C", "C", "C", "C", "C", "C", "C", "C", "C", "C", "C", "C", "C", "C", "C", "C", "H", "H", "H", "H", "H", "H", "H", "H", "H", "H", "H", "H", "H", "H", "H", "H", "H", "H", "H", "H"], "coordinates": [[-1.37290, 3.20124, 0.79114], [-1.33177, 0.36398, 3.34383], [-0.23749, 0.36586, -0.63774], [3.59017, -2.88038, -3.56003], [5.51995, -2.92795, -1.11429], [5.04707, -0.97836, 1.26983], [1.13081, -0.99453, -3.57011], [2.67572, 0.97857, 1.24037], [-1.97962, 0.41033, 0.01381], [-2.14846, 2.99188, -1.04116], [-0.31857, 4.42736, -0.19802], [-2.54949, 4.74703, 0.98464], [-0.18630, 3.82063, 2.20402], [-0.30855, 2.05546, -3.21265], [-2.98404, -1.97851, 0.29234], [-0.59925, -1.39262, -1.03979], [0.14719, 1.89913, 0.02219], [0.01699, -1.57307, 1.36372], [0.61775, -2.54445, 0.50283], [-2.65166, -3.20008, -0.12729], [-0.83520, 1.14559, -2.48466], [2.18366, -0.99984, -2.14918], [-3.66787, -4.16123, -0.04859], [0.45039, -1.65917, 2.59077], [1.16658, -1.01819, 7.31822], [3.93777, -0.98815, -0.05581], [0.88686, 2.73975, -2.74302], [3.28794, -1.84193, -2.20309], [-3.45814, -5.46819, -0.44256], [-0.07390, 0.85071, 6.46113], [2.82332, -0.15159, -0.07340], [-2.08131, 0.59307, -3.06056], [0.06325, -0.88271, 3.68170], [-1.22262, -4.89863, -1.03403], [4.15856, -1.85874, -1.11825], [0.62791, -1.06759, 4.94712], [1.86134, -0.18848, -1.07904], [-0.19157, -2.66008, -0.71005], [0.54209, -0.40352, 6.19149], [-2.22210, -5.85440, -0.94688], [0.53168, 0.76689, 8.81127], [-1.39817, -3.57824, -0.62809], [1.16070, -0.45776, 8.57197], [-0.07278, 1.39869, 7.72577], [-1.99200, -0.49428, -3.09188], [-2.32603, -1.28158, 0.09971], [0.65489, -3.45199, 0.96152], [0.52622, 1.21466, 9.79652], [1.30557, -1.91974, 4.95664], [-0.53473, 1.39498, 5.65336], [-4.62592, -3.83711, 0.33741], [0.69048, 3.15446, -1.76040], [1.66185, -1.97163, 7.16386], [-4.26897, -6.18355, -0.36683], [-0.25149, -5.17597, -1.43230], [1.20978, -2.41448, 2.83670], [-2.31370, 1.01897, -4.03760], [1.05827, 3.51642, -3.48371], [1.65316, -0.98169, 9.38569], [0.47835, -3.09159, -1.47823], [1.69792, 2.01406, -2.72097], [-0.55330, 2.36107, 7.86987], [-2.85718, 0.82753, -2.32566], [-2.04210, -6.87269, -1.26650]], "forces_ev_per_angstrom": [[0.3, -0.2, -0.7], [0.0, 0.0, 0.0], [0.5, 0.4, 1.0], [0.0, 0.1, 0.0], [0.0, 0.0, 0.0], [0.0, 0.0, 0.0], [0.1, 0.0, 0.1], [-0.1, -0.2, 0.0], [-0.5, 0.3, -0.1], [-0.1, 0.1, 0.1], [0.0, 0.0, 0.1], [0.1, 0.0, 0.1], [-0.1, 0.1, 0.0], [-0.1, 0.0, 0.2], [-0.3, -0.2, 0.0], [0.1, -0.2, -1.0], [-0.4, -0.5, 0.0], [0.3, 0.1, -0.3], [-0.1, 0.1, 0.3], [-0.1, 0.1, 0.0], [0.0, 0.0, -0.2], [-0.2, -0.1, -0.4], [0.0, 0.0, 0.0], [0.3, -0.2, 0.0], [0.0, -0.1, -0.2], [0.0, 0.0, -0.1], [-0.1, -0.1, -0.1], [0.2, -0.1, 0.1], [0.0, 0.0, 0.0], [0.0, -0.1, -0.2], [0.2, 0.1, 0.3], [0.1, 0.1, 0.0], [0.0, 0.2, 0.3], [0.0, 0.0, 0.0], [0.0, 0.0, -0.1], [0.0, -0.1, -0.2], [-0.1, 0.1, 0.0], [-0.2, 0.3, -0.1], [0.0, 0.1, 0.3], [0.0, 0.0, 0.0], [0.0, 0.0, 0.0], [0.2, -0.4, 0.2], [0.0, 0.0, 0.2], [-0.1, 0.1, 0.1], [0.0, 0.0, 0.0], [0.2, 0.1, 0.1], [0.0, 0.0, 0.1], [0.0, 0.0, 0.0], [0.0, 0.0, 0.0], [0.0, 0.0, 0.0], [0.0, 0.0, 0.0], [0.1, 0.0, 0.0], [0.0, 0.0, 0.0], [0.0, 0.0, 0.0], [0.0, 0.0, 0.0], [0.0, 0.0, 0.0], [0.0, 0.0, 0.0], [0.1, 0.0, 0.0], [0.0, 0.0, 0.0], [-0.1, 0.1, 0.0], [0.0, 0.1, 0.1], [0.0, 0.0, 0.0], [0.0, 0.0, 0.0], [0.0, 0.0, 0.0]], "homo_ev": [0.10, -1.97], "max_force_ev_per_a": 1.22, "orbital_gap_ev": [3.75, 5.82], "total_charge": -2, "s2": 2.051, "e_lumo_ha": [0.141, 0.141], "e_tot_ev": -216645.361, "spin_multiplicity": 3, "relative_energy_ev": 1.3901}

***

Record 2
{"formula": "C26H69N5O5", "method": "ωB97M-V/def2-TZVPD", "symbols": ["O", "O", "O", "O", "O", "N", "N", "N", "N", "N", "C", "C", "C", "C", "C", "C", "C", "C", "C", "C", "C", "C", "C", "C", "C", "C", "C", "C", "C", "C", "C", "C", "C", "C", "C", "C", "H", "H", "H", "H", "H", "H", "H", "H", "H", "H", "H", "H", "H", "H", "H", "H", "H", "H", "H", "H", "H", "H", "H", "H", "H", "H", "H", "H", "H", "H", "H", "H", "H", "H", "H", "H", "H", "H", "H", "H", "H", "H", "H", "H", "H", "H", "H", "H", "H", "H", "H", "H", "H", "H", "H", "H", "H", "H", "H", "H", "H", "H", "H", "H", "H", "H", "H", "H", "H"], "coordinates": [[3.10032, -1.15897, 1.61567], [0.56174, -0.20394, -1.32751], [-0.72849, 3.99943, 0.23125], [-3.38202, -0.75040, -0.95597], [2.13753, -3.50108, -3.41752], [-1.84938, -1.54656, 0.07061], [2.42300, -3.48988, -7.16570], [1.42111, 1.38285, -1.47852], [-3.15505, -3.50625, -1.62280], [2.01899, 1.13255, 4.29653], [1.85112, -3.84407, -5.89963], [-0.70674, -1.11830, 2.13224], [-0.82061, -0.70168, 0.67433], [-1.19211, -0.01095, 4.05415], [0.38481, 5.42086, 3.59304], [-4.44626, -1.46867, -1.66513], [3.18015, -0.02672, 2.48805], [-1.07221, 2.53160, 4.18832], [-1.44798, 1.22261, 4.96610], [0.42973, 2.94313, 4.34712], [0.44939, -1.00458, -0.14317], [-0.35969, 2.76399, -2.74392], [2.84202, -3.60178, -4.66907], [4.11917, -1.15546, 0.63140], [1.04231, 1.36724, 2.04405], [0.35226, 4.76868, 0.63871], [1.80031, 0.46094, 3.01595], [2.05409, -2.15709, -2.99793], [-4.61834, -3.17755, 0.32136], [1.46229, -5.33750, -5.84326], [-0.16387, -0.59795, -2.50054], [-4.42061, -2.88715, -1.15037], [0.51216, 2.59150, -1.46736], [-0.21453, 2.71455, -0.10796], [0.86340, 3.99716, 3.29134], [-3.12976, 0.54581, -1.39859], [3.40891, -2.71599, -4.95562], [0.65302, -2.02703, -0.46134], [1.32368, -0.74094, 0.45199], [5.13267, -1.02565, 1.01098], [0.28600, 2.17257, 0.69443], [1.30316, 2.42070, 1.94263], [-2.32280, -3.07513, -1.24653], [1.11594, 1.34790, 4.69430], [-0.02268, 1.49317, 2.23911], [-2.23069, -1.15885, -0.78050], [-1.09319, 0.35304, 0.71146], [-0.13991, 0.15027, -3.29281], [0.69986, 3.63317, 2.27701], [3.14797, -2.78759, -7.20197], [-2.39298, 1.08569, -0.80378], [1.60257, -5.72936, -4.83586], [1.19290, 0.63764, -2.12092], [4.05145, -2.18332, 0.27500], [-0.21977, 0.07899, 3.56987], [1.64982, -2.14038, -1.98581], [1.01880, 5.11992, -0.14898], [1.75463, -3.04368, -7.77748], [-1.46048, 3.41413, 4.69673], [-0.63603, 5.48872, 3.96906], [-4.18903, -4.15628, 0.53561], [1.21975, 3.41945, -1.42359], [0.42462, -5.58284, -6.06940], [-1.27711, 2.17662, -2.70611], [-1.23063, -0.71416, -2.30916], [1.51429, 0.95556, -0.56812], [3.75953, 0.74730, 1.98474], [-1.48651, 2.43951, 3.18434], [-4.22432, -1.44687, -2.73207], [1.94784, 3.96888, 3.39776], [-5.26690, -3.29826, -1.70071], [-4.23107, -2.39349, 0.97201], [3.87369, -0.30520, 3.28150], [-4.09740, 1.04752, -1.39116], [-5.67882, -3.36192, 0.49307], [1.03208, 2.03686, 4.28418], [-1.13383, 2.13675, -0.20361], [0.43633, 6.19533, 2.82778], [0.20894, -1.55153, -2.87443], [3.89650, -0.40950, -0.13153], [2.07014, -6.01255, -6.44568], [0.27233, -0.74435, 2.43172], [0.97834, -3.19917, -5.79735], [1.21204, -0.42431, 3.25758], [1.44135, -1.48661, -3.60050], [-1.28112, -0.94796, 4.60386], [-5.38923, -0.99728, -1.38821], [3.63811, -4.31477, -4.45466], [-2.70506, -1.59240, 0.60522], [0.61799, 3.38759, 5.32442], [-1.39440, -0.63964, 2.82945], [1.07914, 4.38085, 1.35239], [-0.58351, -2.19987, 2.18815], [2.97001, -1.66655, -2.66843], [-0.89788, 1.12332, 5.90186], [-2.81012, 0.30083, -2.41146], [-0.78531, 3.76646, -2.78853], [-0.16528, 5.59900, 1.11915], [0.24626, 2.65095, -3.64290], [-3.13749, -4.49415, -1.41338], [-2.41257, 1.33230, 5.46172], [0.94540, 5.72423, 4.47724], [-1.93580, -0.05657, 3.25855], [2.31507, 0.38090, 4.90272], [1.09217, 0.86123, 1.07991]], "forces_ev_per_angstrom": [[-0.3, 0.9, 0.7], [-6.9, -10.6, 1.0], [1.5, -1.5, -0.1], [-7.7, 1.5, -2.6], [0.6, 1.0, -1.0], [4.2, -1.6, 2.8], [0.8, 0.4, -1.7], [4.1, 8.9, -1.4], [-0.9, -0.1, -1.1], [4.1, -4.4, 0.8], [0.7, -1.0, 1.6], [2.7, -2.4, -3.7], [-0.8, -3.0, 0.1], [-1.2, 4.0, 5.4], [-0.3, 0.0, 1.0], [0.8, 0.9, 1.5], [0.4, 0.0, -0.3], [0.3, 0.6, 2.3], [0.5, 0.6, 0.3], [-2.6, 1.7, -2.0], [0.1, 0.2, 0.1], [0.0, 0.4, 1.2], [-0.6, 0.4, -0.7], [-0.6, -0.9, 0.1], [0.6, -1.3, 0.0], [0.3, 2.8, -0.5], [1.3, 0.4, 0.3], [0.6, -0.1, 1.7], [-1.1, 0.0, 0.1], [-0.4, -0.5, 0.5], [-2.2, -1.6, 0.7], [1.4, -0.7, -1.0], [1.8, 0.1, 0.4], [-2.4, -1.5, -1.7], [0.1, -0.7, 1.6], [-1.5, -0.1, -1.4], [-0.2, 0.7, 0.6], [-0.9, -0.5, 0.8], [0.1, 0.0, -0.3], [0.0, 0.2, 0.3], [-0.3, 1.6, -1.3], [1.5, -1.4, 0.2], [-0.1, 0.1, 0.5], [0.9, -5.3, 2.8], [0.1, -0.6, 0.4], [2.6, -1.2, 0.5], [0.3, 0.3, -0.6], [0.7, 0.3, 0.2], [-1.1, 0.3, 2.2], [0.5, -0.1, 0.9], [-0.2, -0.5, -0.1], [-0.1, 0.2, 0.3], [1.9, 3.5, -0.8], [0.2, 0.2, -0.7], [-1.2, 0.6, 1.6], [-0.6, -0.6, -0.3], [-0.5, 0.3, -0.7], [-0.5, -0.5, 0.0], [-1.4, -0.2, -0.3], [-0.4, -0.4, -0.3], [0.4, 0.3, 0.2], [-0.1, 0.5, -0.5], [-0.1, 0.4, -0.3], [0.3, -0.7, -0.3], [0.2, -0.1, 0.1], [0.4, 1.3, -0.5], [-0.5, 0.6, -0.3], [0.3, 0.4, -0.2], [-0.3, 0.0, -0.1], [0.4, 0.3, -0.3], [0.1, -0.6, -0.1], [-0.2, -0.4, 0.2], [-0.4, -0.1, 0.7], [0.2, 0.7, -0.2], [-0.2, 0.5, 0.4], [-2.5, 8.3, -3.0], [-0.1, -0.1, -0.1], [0.5, -0.3, 0.0], [-1.4, 0.6, 0.3], [0.1, 0.0, -0.2], [0.3, 0.5, -0.4], [-1.1, -1.1, -0.9], [-0.2, -0.2, 0.9], [1.1, 0.0, -0.2], [1.2, -0.6, -0.7], [0.1, -0.1, -0.1], [-0.2, 0.2, -0.3], [-0.4, -0.7, -0.8], [0.8, 0.1, 0.7], [-0.2, -0.2, 0.4], [1.6, -4.6, -5.2], [-0.5, 0.2, -1.3], [-0.4, -0.3, -0.1], [1.1, -0.1, -1.1], [1.0, 0.1, 0.0], [0.2, 1.6, -0.5], [0.4, 0.3, 0.2], [0.7, 0.4, -0.2], [-0.2, -0.4, 0.0], [0.0, 0.0, 0.0], [-0.7, -0.4, -0.9], [0.3, 0.4, -0.1], [-2.3, 3.3, 2.9], [1.0, -0.3, 0.5], [0.3, 0.3, 0.5]], "homo_ev": -6.42, "max_force_ev_per_a": 12.70, "orbital_gap_ev": 7.03, "total_charge": 0, "e_lumo_ha": 0.022, "e_tot_ev": -45743.621, "relative_energy_ev": 21.4854}

***

Record 3
{"formula": "C2NO4", "method": "ωB97M-V/def2-TZVPD", "symbols": ["O", "O", "O", "O", "N", "C", "C"], "coordinates": [[-2.36020, -0.24489, -0.33458], [1.63332, 1.07935, 0.68150], [-0.24894, -0.91828, 0.62642], [2.01031, -0.64404, -0.77423], [-1.33861, 0.91045, -0.45361], [-1.05181, -0.19124, 0.08217], [1.69172, 0.18390, -0.03818]], "forces_ev_per_angstrom": [[-1.2, -1.8, 0.3], [-0.3, 1.2, 0.8], [0.3, -0.9, 0.6], [0.2, -0.9, -1.0], [1.1, 2.4, -0.6], [-0.6, 0.2, -0.2], [0.6, -0.3, 0.2]], "homo_ev": -3.25, "max_force_ev_per_a": 2.73, "orbital_gap_ev": 7.07, "total_charge": -1, "e_lumo_ha": 0.140, "e_tot_ev": -11753.623, "relative_energy_ev": 0.8431}

***

Record 4
{"formula": "C5H8O", "method": "ωB97M-V/def2-TZVPD", "symbols": ["O", "C", "C", "C", "C", "C", "H", "H", "H", "H", "H", "H", "H", "H"], "coordinates": [[2.69373, -0.96094, 0.18202], [-0.12741, 1.29183, 0.61911], [1.58676, -0.56928, 0.46743], [0.88420, 0.54111, -0.21942], [-0.60225, 0.40105, -0.48694], [-1.24154, -0.97520, -0.42728], [-0.14992, 2.36791, 0.45808], [-2.32245, -0.95176, -0.25303], [-1.05946, -1.40794, -1.41804], [1.02683, -1.02263, 1.31831], [-0.24896, 1.00137, 1.66066], [-0.94932, 0.95434, -1.35740], [-0.79447, -1.65992, 0.29910], [1.48935, 1.07423, -0.94504]], "forces_ev_per_angstrom": [[-0.4, 0.1, 0.1], [-0.2, 0.0, 0.1], [0.2, 0.0, -0.1], [0.3, 0.0, -0.1], [0.0, 0.1, -0.1], [0.0, 0.0, 0.0], [-0.2, -0.3, 0.0], [0.2, 0.1, 0.0], [-0.2, -0.1, 0.2], [0.1, 0.0, -0.1], [0.1, -0.1, -0.2], [0.2, 0.0, 0.1], [-0.1, 0.3, 0.0], [0.0, 0.0, 0.2]], "homo_ev": -9.75, "max_force_ev_per_a": 0.41, "orbital_gap_ev": 10.80, "smiles": "C[C@H]1C[C@H]1C=O", "total_charge": 0, "e_lumo_ha": 0.039, "e_tot_ev": -7360.990, "relative_energy_ev": 1.2648}

***

Record 5
{"formula": "C6H10Br2", "method": "ωB97M-V/def2-TZVPD", "symbols": ["Br", "Br", "C", "C", "C", "C", "C", "C", "H", "H", "H", "H", "H", "H", "H", "H", "H", "H"], "coordinates": [[-0.85336, -2.71798, 0.80980], [2.18556, 0.62666, -0.16799], [-0.83052, 0.46057, -0.36997], [-0.68624, 0.89344, -1.80678], [1.98766, -2.41715, 0.92653], [0.74199, -1.68221, 0.55747], [-0.99388, 1.58737, 0.61849], [0.65197, -0.45497, 0.08390], [-1.59765, 1.40327, -2.11674], [1.91139, -2.80474, 1.94183], [2.13165, -3.26398, 0.25377], [-1.94707, 2.08417, 0.43473], [-1.61676, -0.28476, -0.25668], [-0.99670, 1.21402, 1.64097], [-0.53463, 0.03653, -2.46017], [0.14633, 1.58312, -1.93005], [-0.19941, 2.32349, 0.51147], [2.85933, -1.76920, 0.86293]], "forces_ev_per_angstrom": [[0.2, 0.1, -0.1], [0.1, -0.1, 0.0], [2.9, -2.2, 1.0], [-0.1, 0.0, 0.0], [0.0, -0.1, 0.0], [0.1, -0.1, 0.0], [-0.1, 0.0, 0.0], [-3.1, 2.1, -1.0], [-0.1, 0.1, -0.1], [0.0, 0.0, 0.0], [0.0, 0.0, 0.0], [0.0, 0.1, 0.0], [0.1, 0.0, 0.0], [0.0, 0.0, 0.0], [0.0, 0.0, -0.1], [0.0, 0.0, 0.0], [0.1, 0.0, 0.0], [-0.1, 0.0, 0.0]], "homo_ev": -9.04, "max_force_ev_per_a": 3.92, "orbital_gap_ev": 9.72, "smiles": "C/C(Br)=C(\\Br)C(C)C", "total_charge": 0, "e_lumo_ha": 0.025, "e_tot_ev": -146468.360, "relative_energy_ev": 0.0000}